No. 1
Entry from OMol25: a cluster of 6 separate species, H12O6 in total in a non-equilibrium geometry (ωB97M-V/def2-TZVPD).

ORCA input file:
```
! wB97M-V def2-TZVPD RIJCOSX def2/J DEFGRID3
* xyz 0 1
O 9.55 29.69 46.73
H 8.93 29.35 46.17
H 9.21 29.37 47.67
O 12.03 29.55 45.62
H 12.05 30.42 45.08
H 11.22 29.62 46.06
O 8.59 34.17 48.00
H 8.76 34.52 47.13
H 9.23 33.49 48.03
O 13.04 31.06 47.97
H 13.61 31.78 47.69
H 13.02 30.44 47.25
O 10.72 33.07 50.86
H 10.45 32.59 51.61
H 10.51 32.70 50.10
O 10.34 31.97 48.09
H 11.12 31.77 47.84
H 9.88 31.44 47.49
*
```

Energy above the lowest of the compared OMol25 structures with the same formula, charge and spin in kJ/mol: 225.5
Structure (SMILES): O.O.O.O.O.O
Strongest force on any atom in eV/A: 9.68
HOMO level in hartree: -0.3970

natural (NBO) population analysis, charges in e, atoms 1 to 2: -0.962, 0.481

No. 2
Entry from OMol25: the molecule C2HBrN2O2 in a non-equilibrium geometry (ωB97M-V/def2-TZVPD).

ORCA input file:
```
! wB97M-V def2-TZVPD RIJCOSX def2/J DEFGRID3
* xyz 0 1
C 1.32 0.94 0.25
C -0.12 0.11 -0.49
N 2.22 1.47 0.67
N -0.92 -0.52 0.59
O -1.71 0.17 1.12
O -0.79 -1.70 0.75
Br 0.48 -1.30 -1.66
H -0.49 0.83 -1.23
*
```

Energy above the lowest of the compared OMol25 structures with the same formula, charge and spin in kJ/mol: 420.8
Structure (SMILES): N#C[C@@H](Br)[N+](=O)[O-]
Strongest force on any atom in eV/A: 7.54
HOMO level in hartree: -0.4199

natural (NBO) population analysis, charges in e, atoms 1 to 2: 0.248, -0.214

No. 3
Entry from OMol25: a structure of composition C25H18BrN5O3PtS2 in a non-equilibrium geometry (ωB97M-V/def2-TZVPD).

ORCA input file:
```
! wB97M-V def2-TZVPD RIJCOSX def2/J DEFGRID3
* xyz 0 1
Pt 0.08 -2.24 -0.33
O 4.47 -2.02 -0.97
C 4.85 -2.16 0.32
C 6.22 -2.08 0.58
C 6.70 -2.21 1.86
C 5.83 -2.44 2.92
C 4.47 -2.52 2.68
C 3.96 -2.38 1.38
C 2.50 -2.45 1.16
O 2.07 -2.46 -0.09
N 1.72 -2.49 2.19
N 0.39 -2.52 1.81
C -0.48 -2.51 2.74
S 0.01 -2.45 4.43
C -1.66 -2.81 5.04
C -2.65 -2.12 4.12
S -2.19 -2.55 2.42
H 3.50 -2.16 -1.00
H 6.89 -1.91 -0.27
H 7.77 -2.14 2.04
H 6.20 -2.57 3.93
H 3.77 -2.69 3.48
H -1.73 -2.44 6.06
H -1.80 -3.88 5.03
H -2.61 -1.04 4.22
H -3.67 -2.47 4.27
Br -0.36 3.55 -6.87
C -1.36 3.66 -5.28
C -1.26 4.79 -4.49
C -2.00 4.86 -3.31
C -2.80 3.80 -2.91
C -2.92 2.69 -3.74
C -2.21 2.62 -4.92
N -3.58 4.02 -1.70
N -3.91 3.12 -0.91
C -3.27 1.85 -0.78
C -4.11 0.78 -0.57
C -3.66 -0.55 -0.56
C -2.32 -0.83 -0.69
O -1.86 -2.07 -0.75
C -1.41 0.27 -0.71
N -0.09 -0.05 -0.62
C 0.81 0.89 -0.52
C 0.46 2.25 -0.50
C -0.86 2.60 -0.61
C -1.86 1.60 -0.75
H -0.63 5.62 -4.79
H -1.96 5.74 -2.68
H -3.59 1.89 -3.47
H -2.30 1.76 -5.57
H -5.17 1.00 -0.49
H -4.35 -1.37 -0.44
H 1.85 0.57 -0.43
H 1.23 3.00 -0.38
H -1.13 3.64 -0.57
*
```

Energy above the lowest of the compared OMol25 structures with the same formula, charge and spin in kJ/mol: 161.1
Strongest force on any atom in eV/A: 1.22
HOMO level (spin up / spin down) in hartree: -0.2805 / -0.2832

natural (NBO) population analysis, charges in e, atoms 1 to 2: 1.093, -0.689